[1]
The following is a DFT calculation (wB97M-V/def2-TZVPD) of 2 unconnected molecules or ions with the total composition C33H37BO2S.

## Properties
E_tot, Eh: -1853.29406
SMILES string: CC1(C)OB([C@H](/C=C/c2ccccc2)c2ccccc2)OC1(C)C.Cc1ccc(-c2ccc(C)s2)cc1
Lowest unoccupied orbital energy, eV: 0.568

Structure (XYZ):
```
74
Properties=species:S:1:pos:R:3:forces:R:3
C 5.6654 -2.5575 4.1124 0.2 -0.3 0.0
C 4.5332 -1.5847 4.0244 -0.3 0.2 -0.2
C 4.6741 -0.3023 4.5568 -0.1 0.0 -0.1
C 3.6495 0.6257 4.4596 -0.5 -0.2 -0.2
C 2.4345 0.2883 3.8160 0.9 -0.9 -0.1
B 1.2568 4.1136 -0.3571 -0.4 -1.9 3.4
C 1.3555 1.2494 3.7408 -0.8 1.5 0.8
C 1.4193 2.5935 4.0992 -0.2 -0.9 -0.5
C 0.1590 3.2500 4.0484 -0.5 -0.7 -0.2
C -0.8807 2.4131 3.6783 1.3 0.5 0.5
C -2.3054 2.7885 3.5416 -0.5 -0.1 -0.2
S -0.3079 0.8044 3.4145 0.6 0.5 0.3
O 2.2150 5.0731 -0.4719 -0.6 0.2 -0.1
C 1.4724 6.3253 -0.5056 -0.1 0.2 0.0
C 1.5600 6.9511 0.8877 0.0 0.0 0.2
C 2.1924 7.2306 -1.4796 -0.1 0.3 -0.3
C -0.0099 5.8825 -0.9096 0.0 0.1 -0.4
C -1.1332 6.5090 -0.0997 0.0 0.2 0.3
C -0.3225 6.0629 -2.3884 0.1 0.1 -0.2
O -0.0358 4.4604 -0.6339 0.6 0.6 -0.1
C 2.3050 -1.0049 3.2655 0.0 0.6 0.2
C 3.3406 -1.9208 3.3701 0.4 0.0 0.2
H 5.3127 -3.5746 3.9178 0.1 0.1 0.1
H 6.4470 -2.3234 3.3771 -0.1 0.0 0.1
H 6.1315 -2.5248 5.1041 -0.1 -0.1 -0.2
H 5.6122 -0.0299 5.0456 -0.3 0.0 -0.1
H 3.7740 1.6165 4.8953 0.0 -0.3 -0.1
H 2.3501 3.0856 4.3675 -0.2 -0.1 -0.1
H 0.0007 4.2965 4.2951 0.0 -0.2 -0.1
H -2.4549 3.7998 3.9307 0.0 -0.2 -0.1
H -2.6099 2.7743 2.4872 -0.1 0.0 0.2
H -2.9498 2.0959 4.0964 0.0 0.2 -0.1
H 1.0967 7.9481 0.8957 0.1 -0.3 0.0
H 1.0809 6.3320 1.6597 0.1 0.1 -0.2
H 2.6178 7.0739 1.1563 -0.3 -0.1 -0.1
H 1.6739 8.1929 -1.5557 0.1 -0.1 -0.1
H 3.2057 7.4260 -1.1105 -0.2 -0.1 -0.1
H 2.2698 6.7813 -2.4742 0.0 0.1 0.2
H -1.1763 7.5928 -0.2743 0.0 -0.2 0.1
H -2.0917 6.0779 -0.4177 0.3 0.1 0.1
H -1.0148 6.3260 0.9760 0.0 0.0 -0.3
H -0.4632 7.1261 -2.6152 0.1 -0.2 -0.1
H 0.4706 5.6617 -3.0295 -0.2 0.0 0.1
H -1.2562 5.5426 -2.6300 0.2 0.1 0.1
H 1.3808 -1.2805 2.7528 0.3 0.1 0.1
H 3.2414 -2.9230 2.9486 -0.1 0.3 0.1
C 1.4381 2.7306 0.6750 -0.3 1.6 -3.5
C 1.1133 1.6641 -0.3672 0.1 -0.5 0.4
C 0.2506 0.5996 -0.1050 0.1 -0.1 -0.2
C 0.1374 -0.4620 -1.0122 0.0 0.2 -0.1
C 0.8767 -0.4559 -2.1991 0.0 0.1 0.2
C 1.7017 0.6382 -2.4953 -0.3 0.2 0.2
C 1.7868 1.7090 -1.6012 -0.1 -0.7 0.0
C 2.8462 2.6762 1.1301 0.9 -1.4 0.5
C 3.6488 1.5933 0.9961 -1.1 0.9 -0.3
C 5.0302 1.5011 1.4286 1.1 -0.1 0.4
C 5.7138 0.2682 1.3008 -0.3 0.5 0.1
C 7.0183 0.1227 1.7583 0.1 0.5 0.1
C 7.6852 1.2205 2.3265 -0.2 -0.2 -0.1
C 7.0246 2.4483 2.4523 -0.1 -0.1 -0.1
C 5.7092 2.5941 2.0102 0.1 -0.6 -0.1
H 0.6941 2.8068 1.4767 0.2 0.0 -0.2
H -0.3222 0.6055 0.8273 0.3 -0.1 -0.4
H -0.5311 -1.2946 -0.7817 0.2 0.2 -0.1
H 0.8072 -1.2926 -2.8962 0.0 0.2 0.2
H 2.2699 0.6621 -3.4264 -0.2 0.0 0.2
H 2.4354 2.5601 -1.8318 -0.1 -0.3 0.1
H 3.2138 3.5595 1.6507 -0.1 -0.1 -0.1
H 3.2464 0.6956 0.5186 0.1 0.3 0.1
H 5.1835 -0.5781 0.8587 0.1 0.2 0.1
H 7.5206 -0.8421 1.6710 -0.1 0.3 0.0
H 8.7165 1.1104 2.6682 -0.3 0.1 -0.1
H 7.5404 3.3034 2.8949 -0.1 -0.3 -0.1
H 5.1927 3.5498 2.1147 0.3 -0.3 0.0
```
Positions in Å, forces in eV/Å.


[2]
The following is a DFT calculation (wB97M-V/def2-TZVPD) of C8H10 in the gas phase.

## Properties
E_tot, Eh: -310.76185
SMILES string: C1=CC2=CCC[C@H]2C1
Lowest unoccupied orbital energy, eV: 1.110

Structure (XYZ):
```
18
Properties=species:S:1:pos:R:3:forces:R:3
C -2.1530 0.2434 -0.0098 0.2 0.0 0.8
C -1.2108 -1.0100 -0.2055 0.7 1.8 1.1
C 0.1342 -0.5416 0.4016 -2.2 0.4 0.4
C 1.4582 -1.0432 0.0230 1.0 -1.8 -1.7
C 2.2559 0.2922 -0.0977 1.4 -3.0 -1.0
C 1.5186 1.3842 -0.0299 0.0 1.3 0.5
C 0.1238 0.9336 0.0970 -2.5 1.3 0.8
C -1.1719 1.4121 0.0630 2.7 0.4 -1.1
H -2.7963 0.3880 -0.8740 -0.3 -0.1 0.1
H -2.7971 0.1821 0.9212 0.6 -0.1 -1.0
H -1.5444 -1.9188 0.2140 -0.7 -1.0 0.6
H -0.9948 -1.1795 -1.2185 -0.1 -0.1 -1.7
H 0.0276 -0.6358 1.4623 0.0 0.1 1.0
H 1.3226 -1.7494 -0.8860 0.6 1.7 0.4
H 1.8834 -1.8443 0.6722 0.0 1.1 0.3
H 3.3173 0.1820 -0.3578 -0.3 0.6 0.5
H 1.9959 2.4074 -0.0047 -1.1 -1.2 -0.3
H -1.3692 2.4975 -0.1703 -0.2 -1.4 0.4
```
Positions in Å, forces in eV/Å.


[3]
The following is a DFT calculation (wB97M-V/def2-TZVPD) of a molecular structure, C5H13INO2.

## Properties
Net charge: +1
E_tot, Eh: -700.88427
Lowest unoccupied orbital energy, eV: -3.472

Structure (XYZ):
```
22
Properties=species:S:1:pos:R:3:forces:R:3
C 0.2872 -0.5785 -2.2374 -1.0 -0.1 -2.0
C -0.0091 1.6843 -1.1263 -0.7 1.2 1.7
C -1.1501 0.7982 2.2971 -3.5 0.1 -0.4
C 1.7166 -1.3469 1.0479 2.7 0.5 -0.7
C -0.4498 -0.6525 0.3898 1.2 2.3 0.4
N -0.3827 0.2678 -1.2293 -0.6 -1.6 0.9
O -0.2356 0.3713 1.2763 0.3 -0.9 -0.1
O 0.5078 -1.5419 0.2971 0.2 -0.4 0.6
I -2.2700 -1.6171 0.2065 -1.2 -0.5 0.2
H -0.5061 -1.2457 -2.7582 1.5 0.9 1.1
H 0.6848 0.0901 -3.0238 -0.2 -0.4 0.3
H 1.1241 -1.1587 -1.8571 -0.3 0.0 0.3
H -1.0089 2.2848 -0.7526 2.9 -1.2 -1.2
H 0.8045 1.7357 -0.3491 -1.1 0.2 -0.4
H 0.5270 2.0573 -2.0272 -1.2 -0.2 0.3
H -2.1816 0.5980 1.8057 1.3 0.7 1.2
H -1.0858 1.9128 2.5223 0.5 -1.6 -0.6
H -1.1964 0.2175 3.2585 0.9 0.3 -1.1
H 1.8324 -2.1044 1.8630 -0.6 0.9 -0.5
H 1.7968 -0.2559 1.3574 0.1 -1.8 -0.1
H 2.5777 -1.5868 0.3099 -1.4 0.5 1.2
H -1.3829 0.0707 -1.2706 0.2 1.1 -0.9
```
Positions in Å, forces in eV/Å.


[4]
The following is a DFT calculation (wB97M-V/def2-TZVPD) of 9 unconnected molecules or ions with the total composition C22H41N7O4.

## Properties
Spin multiplicity: 2
Net charge: +1
E_tot, Eh: -1546.71442
Lowest unoccupied orbital energy (alpha / beta), eV: -3.272 / -8.341

Structure (XYZ):
```
74
Properties=species:S:1:pos:R:3:forces:R:3
C 0.0683 1.2927 -1.1234 -0.7 -0.5 0.6
O -0.8605 0.6466 -1.5878 0.0 0.2 -0.4
N 0.2958 1.3274 0.2127 1.7 1.3 0.5
C 1.2845 2.2753 0.7995 -0.2 -0.8 0.3
C -0.6263 0.7513 1.1629 0.3 -0.3 0.3
H 0.7847 1.8387 -1.7566 0.0 0.0 0.2
H 1.8923 1.8475 1.5969 -0.2 -0.7 0.0
H 0.7616 3.0660 1.3375 0.0 0.5 -0.5
H 2.0548 2.6036 0.1017 -0.6 0.3 -0.4
H -1.0671 -0.1349 0.7064 -0.5 0.3 0.1
H -0.1147 0.4339 2.0715 0.5 -0.2 -0.2
H -1.3227 1.4914 1.5569 -0.6 0.0 -0.5
C -4.7196 -4.4370 1.0124 -2.6 0.8 -0.9
O -5.2945 -5.4680 0.6719 1.3 1.2 0.6
N -3.4297 -4.3197 1.3613 4.2 -1.6 0.6
C -2.7792 -3.1033 1.8892 -0.8 0.2 0.1
C -2.5468 -5.4903 1.3014 0.2 0.1 0.0
H -5.1339 -3.4174 1.0420 -0.9 -0.4 -0.1
H -3.5155 -2.3977 2.2740 -0.1 -0.2 -0.1
H -2.1833 -2.5824 1.1398 -0.1 -0.3 -0.6
H -2.0580 -3.3449 2.6699 -0.2 -0.4 0.1
H -2.2787 -5.7277 2.3309 -0.4 -0.3 0.3
H -2.9409 -6.3374 0.7400 -0.3 0.3 0.3
H -1.5622 -5.2439 0.9039 -0.1 0.6 -0.5
C -0.7388 2.5525 -4.6842 1.1 -0.1 -0.5
C -1.8454 3.1691 -5.5365 0.4 2.5 1.8
O -1.9663 4.3957 -5.4483 -0.2 -1.8 -0.6
C -2.7513 2.3503 -6.3849 0.3 -0.3 -0.6
H -0.9959 2.2565 -3.6672 -0.6 -0.4 -0.3
H 0.0817 3.2499 -4.5149 -0.4 0.7 -0.2
H -0.1732 1.7814 -5.2073 -0.6 -0.7 0.1
H -2.1136 1.7695 -7.0514 0.0 0.0 -0.3
H -3.3984 3.0006 -6.9736 0.0 -0.1 0.2
H -3.3154 1.5909 -5.8435 -0.1 0.2 0.3
C 0.0025 -2.1586 -2.1736 0.3 -0.3 0.6
C -1.3170 -2.9389 -2.0694 0.4 -1.3 -0.9
O -1.3796 -3.9984 -1.4548 0.0 1.0 0.3
C -2.4979 -2.4083 -2.8583 0.5 1.2 1.1
H 0.0721 -1.4983 -1.3092 -0.4 0.2 0.0
H 0.2004 -1.5285 -3.0407 -0.7 0.0 -0.1
H 0.8871 -2.7843 -2.0543 -0.4 -0.6 -0.1
H -2.3965 -2.6519 -3.9158 0.0 0.1 0.1
H -2.3826 -1.3410 -2.6694 -0.1 0.4 -0.8
H -3.4909 -2.6182 -2.4607 0.2 -0.8 -0.1
C 5.1333 -0.2027 -4.1942 -0.4 -0.1 -0.1
C 3.8416 0.4104 -3.8289 0.9 0.5 0.2
N 2.8509 0.9474 -3.6042 0.0 -0.3 0.1
H 4.8210 -0.9953 -4.8742 0.6 -0.2 -0.1
H 5.7252 -0.5974 -3.3685 -0.6 -0.2 0.3
H 5.8196 0.4923 -4.6780 -0.5 0.2 -0.3
C -0.9271 -0.1694 6.8283 1.0 -0.2 -0.3
C -0.5604 -0.7084 5.5105 0.1 -1.4 -2.6
N -0.3358 -1.1677 4.4510 -0.6 1.3 2.8
H -0.1189 0.5044 7.1130 -0.3 0.4 0.0
H -0.8764 -0.9539 7.5834 -0.5 -0.1 -0.2
H -1.8890 0.3385 6.7590 0.2 0.0 0.2
C 2.1143 1.0626 4.7940 0.7 0.5 -0.1
C 1.0395 1.9819 5.1485 1.9 -1.8 -0.6
N 0.2105 2.6855 5.4558 -1.9 1.6 0.5
H 3.0425 1.6334 4.7657 0.0 0.1 -0.1
H 1.9636 0.6619 3.7916 -0.1 -0.2 0.2
H 2.2855 0.2895 5.5431 -0.4 -0.1 -0.1
C 1.5166 5.6368 2.9978 -0.1 -1.3 0.3
C 2.4851 4.5184 3.0762 -1.2 2.3 -0.4
N 3.2720 3.7077 3.1628 1.2 -1.6 0.1
H 1.3655 5.9561 4.0290 0.0 0.5 -0.2
H 0.5768 5.1858 2.6792 -0.1 0.2 -0.1
H 1.7899 6.4222 2.2932 0.2 -0.1 0.3
C 2.7582 -0.8289 -0.8823 1.1 0.4 0.5
C 4.1450 -1.0603 -0.5195 1.9 -0.8 -0.4
N 5.2564 -1.2705 -0.2760 -1.1 0.3 -0.1
H 2.2692 -1.0812 0.0586 -0.9 0.2 -0.5
H 2.4664 -1.3886 -1.7709 0.0 -0.1 0.4
H 2.7696 0.2299 -1.1407 -0.8 0.0 0.2
```
Positions in Å, forces in eV/Å.


[5]
The following is a DFT calculation (wB97M-V/def2-TZVPD) of C5H8O2 in the gas phase.

## Properties
E_tot, Eh: -345.70320
SMILES string: C[C@@]1(O)C=COC1
Lowest unoccupied orbital energy, eV: 0.843

Structure (XYZ):
```
15
Properties=species:S:1:pos:R:3:forces:R:3
C 1.3910 -0.0575 -0.6377 -0.1 0.2 0.0
C 0.2118 0.3963 0.2658 0.0 0.4 0.1
C -0.2750 -0.8155 1.1113 0.2 0.3 0.1
O -1.3302 -1.3437 0.2974 0.5 -0.4 -0.4
C -1.5184 -0.4407 -0.6952 -0.9 -0.5 -0.5
C -1.1164 0.8046 -0.4805 1.7 -1.1 -0.5
O 0.6626 1.4908 1.0018 0.2 0.4 0.8
H 1.4210 -1.1412 -0.8320 -0.3 0.3 0.1
H 1.4199 0.4508 -1.6040 -0.1 0.1 0.1
H 2.3121 0.2045 -0.1081 -0.1 -0.1 0.0
H -0.5966 -0.4893 2.1067 -0.3 0.0 -0.2
H 0.4369 -1.6434 1.2367 0.0 0.5 -0.1
H -1.6325 -0.8807 -1.6668 -1.6 -0.3 -0.3
H -1.2083 1.5726 -1.2499 0.5 -0.3 0.2
H -0.1780 1.8923 1.2545 0.4 0.4 0.4
```
Positions in Å, forces in eV/Å.


[6]
The following is a DFT calculation (wB97M-V/def2-TZVPD) of C20H22ClF2NO in the gas phase.

## Properties
E_tot, Eh: -1565.24159
SMILES string: OC[C@]1(Cc2cccc(Cl)c2)CCCN(Cc2ccc(F)c(F)c2)C1
Lowest unoccupied orbital energy, eV: 0.592

Structure (XYZ):
```
47
Properties=species:S:1:pos:R:3:forces:R:3
O 3.0246 2.1916 -0.6645 0.5 0.1 0.2
H 3.2715 2.7078 0.1101 0.0 0.0 -0.1
C 1.6433 1.9415 -0.6276 -0.5 -0.2 0.0
C 1.1905 1.0328 0.5373 0.1 0.1 0.0
C -0.2845 0.6753 0.3160 0.2 0.1 0.0
N -0.4539 -0.0854 -0.9072 -0.2 0.0 0.0
C 0.2369 -1.3589 -0.8060 0.3 -0.1 -0.2
C 1.7345 -1.1265 -0.6556 -0.1 -0.1 0.2
C 2.0185 -0.2569 0.5649 -0.1 0.1 -0.2
H 3.0804 -0.0075 0.5965 0.0 0.0 0.1
H 1.7653 -0.8178 1.4672 0.0 0.0 0.0
H 2.2411 -2.0870 -0.5482 0.0 0.0 -0.1
H 2.1171 -0.6430 -1.5535 0.0 0.0 -0.1
H -0.1367 -1.9415 0.0576 0.0 0.0 0.0
H 0.0368 -1.9320 -1.7144 0.0 0.0 0.1
C -1.8526 -0.2618 -1.2524 0.0 0.1 0.0
C -2.0022 -0.7581 -2.6648 -0.1 -0.1 -0.1
C -1.2209 -0.1962 -3.6674 -0.1 -0.1 -0.2
C -1.3518 -0.6298 -4.9715 0.0 0.0 0.0
C -2.2690 -1.6240 -5.2914 -0.1 0.0 0.1
C -3.0512 -2.1856 -4.2999 0.1 0.1 -0.2
C -2.9125 -1.7533 -2.9923 0.1 0.1 0.1
H -3.5227 -2.1979 -2.2208 0.0 -0.1 0.1
H -3.7566 -2.9573 -4.5640 -0.1 -0.1 -0.1
F -2.4001 -2.0459 -6.5617 0.1 0.1 0.1
F -0.5883 -0.0808 -5.9322 -0.2 -0.1 0.0
H -0.5032 0.5711 -3.4273 0.1 0.1 0.0
H -2.3417 0.7157 -1.1777 0.0 -0.1 0.1
H -2.3690 -0.9484 -0.5577 0.0 0.1 0.0
H -0.6553 0.1089 1.1887 0.0 0.1 -0.1
H -0.8700 1.5957 0.2311 -0.1 0.0 0.1
C 1.3633 1.8208 1.8607 -0.1 -0.2 -0.3
C 0.8760 1.0967 3.0816 0.1 0.1 0.2
C 1.7246 0.2722 3.8123 0.0 0.0 0.0
C 1.2623 -0.4130 4.9221 0.0 0.0 0.0
C -0.0541 -0.2863 5.3292 -0.1 0.0 0.0
C -0.8947 0.5489 4.6122 0.2 0.0 0.0
C -0.4412 1.2397 3.5022 0.0 0.0 0.1
H -1.1145 1.8935 2.9692 -0.1 0.1 -0.1
Cl -2.5421 0.7373 5.1113 -0.2 0.0 0.1
H -0.4224 -0.8181 6.1919 -0.1 0.0 0.1
H 1.9322 -1.0511 5.4784 0.1 -0.1 0.1
H 2.7579 0.1714 3.5152 0.1 0.0 -0.1
H 2.4261 2.0404 1.9897 0.0 0.1 0.0
H 0.8229 2.7663 1.7686 0.0 0.1 0.0
H 1.4050 1.4512 -1.5715 0.0 0.1 0.1
H 1.0803 2.8856 -0.5842 0.0 -0.1 0.0
```
Positions in Å, forces in eV/Å.


Number 1: F_max 3.899 eV/Å. Number 2: F_max 3.433 eV/Å. Number 3: F_max 3.505 eV/Å. Number 4: F_max 4.512 eV/Å. Number 5: F_max 2.104 eV/Å. Number 6: F_max 0.531 eV/Å.